The following is a quantum chemistry calculation of a structure of composition C4H9N5, from the OMol25 dataset.

The geometry in XYZ format:
```
18
Properties=species:S:1:pos:R:3
C -1.13232 0.07324 -1.87645
C 0.62867 -1.41624 -2.64924
C 0.78287 0.08615 0.67147
C -1.74741 1.31800 1.78260
N -2.16775 0.80260 -1.69120
N -2.42031 1.14635 -0.49047
N -0.55172 -0.60183 -2.71080
N -0.49128 0.11050 -0.06694
N -1.51397 0.85344 0.38374
H 1.21556 -1.31870 -1.79013
H 1.27871 -1.22026 -3.54080
H 0.27834 -2.38478 -2.64502
H 1.54768 -0.65481 0.13282
H 1.19162 1.11065 0.71559
H 0.51123 -0.23169 1.58628
H -0.93627 0.81480 2.30984
H -1.73000 2.44510 2.09264
H -2.71226 0.88437 2.13164
```

Energy = -11739.082 eV
LUMO level = 0.0254 Ha
Largest force on an atom = 4.5 eV/Å
Energy relative to the best compared isomer or geometry (same formula, charge and spin) = 127.98 kcal per mole
E_HOMO = -0.27614 Eh

***

The following is a quantum chemistry calculation of an isolated molecule of C4H9N5, from the OMol25 dataset.

The geometry in XYZ format:
```
18
Properties=species:S:1:pos:R:3
C -1.12322 0.07387 0.09949
C 0.95636 1.11091 0.89678
C 0.75133 0.05782 -1.35905
C 0.77302 -1.38294 0.58880
N -2.01616 -1.13924 -0.05765
N -1.88537 1.15263 0.07358
N -3.17916 -0.60877 -0.05084
N -3.14713 0.72635 0.05795
N 0.40595 0.03179 0.09361
H 0.58619 1.98775 0.48845
H 0.44086 1.23347 1.92138
H 2.10924 0.94984 0.87584
H 1.86693 0.15187 -1.65291
H 0.38648 -0.66464 -1.99621
H 0.49879 1.04115 -1.88380
H 0.72260 -1.21320 1.71333
H 0.08396 -1.97498 0.11393
H 1.76931 -1.53367 0.07732
```

Energy = -11739.751 eV
LUMO level = 0.0072 Ha
Largest force on an atom = 6.1 eV/Å
Energy relative to the best compared isomer or geometry (same formula, charge and spin) = 112.56 kcal per mole
E_HOMO = -0.32388 Eh

***

The following is a quantum chemistry calculation of a cluster of 2 separate species, C4H9NO in total, from the OMol25 dataset.

The geometry in XYZ format:
```
15
Properties=species:S:1:pos:R:3
C -1.44174 -0.90200 0.41055
N -0.60354 -0.02699 -0.42568
C -0.92242 1.26306 -0.43115
C 0.40108 -0.62400 -1.06937
C 2.05277 0.45999 0.84783
O 3.22892 0.20284 0.78188
H -2.19918 -1.37291 -0.21879
H -1.91217 -0.30917 1.19494
H -0.81228 -1.66524 0.86971
H -1.80480 1.58386 0.10071
H 1.57800 1.29208 0.28781
H -0.38146 1.92714 -1.09124
H 0.95100 -0.05860 -1.80812
H 0.50315 -1.69478 -0.98539
H 1.36267 -0.07528 1.53632
```

Energy = -7828.250 eV
LUMO level = 0.0290 Ha
Largest force on an atom = 0.5 eV/Å
Energy relative to the best compared isomer or geometry (same formula, charge and spin) = 93.85 kcal per mole
E_HOMO = -0.26606 Eh

***

The following is a quantum chemistry calculation of an isolated molecule of C4H9NO, from the OMol25 dataset.

The geometry in XYZ format:
```
15
Properties=species:S:1:pos:R:3
C -0.90652 1.19919 0.16660
N -0.49814 -0.17590 0.40627
C -1.38214 -1.14809 -0.21682
C 0.81809 -0.30445 -0.08160
C 2.04388 0.27359 0.42281
O 1.68284 -1.32095 0.18507
H -1.92952 1.34278 0.51800
H -0.24634 1.87111 0.72592
H -0.86667 1.49221 -0.90288
H -1.54830 -0.96432 -1.29577
H -2.35008 -1.12722 0.29223
H -0.94625 -2.14428 -0.09860
H 0.94041 -0.08659 -1.15925
H 2.56625 0.16869 1.34915
H 2.45950 1.04075 -0.25823
```

SMILES = CN(C)[C@H]1CO1
Energy = -7828.325 eV
LUMO level = 0.0344 Ha
Largest force on an atom = 1.7 eV/Å
Energy relative to the best compared isomer or geometry (same formula, charge and spin) = 92.13 kcal per mole
E_HOMO = -0.33123 Eh

***

Among the records above, which one has the highest energy relative to the best compared isomer or geometry (same formula, charge and spin)? number 1

***

Which value of energy relative to the best compared isomer or geometry (same formula, charge and spin) does entry 1 give? 127.98 kcal per mole

***

Among the records above, which one has the lowest energy relative to the best compared isomer or geometry (same formula, charge and spin)? number 4

***

The lowest largest force on an atom belongs to which entry? number 3